{
  "formula": "C31H25AsI2N3O2Tc",
  "method": "ωB97M-V/def2-TZVPD",
  "spin_multiplicity": 4,
  "homo_ev": [-17.27, -17.20],
  "lumo_energy_ha": [-0.33604, -0.46625],
  "de_lowest_kj_mol": 3.56,
  "orbital_gap_ev": [8.12, 4.51],
  "total_charge": 3,
  "symbols": ["Tc", "O", "C", "N", "C", "O", "C", "C", "C", "C", "C", "N", "C", "C", "C", "C", "C", "N", "H", "H", "H", "H", "H", "H", "H", "H", "I", "C", "I", "H", "H", "C", "C", "C", "C", "C", "C", "As", "C", "C", "C", "C", "C", "C", "C", "C", "C", "C", "C", "C", "H", "H", "H", "H", "H", "H", "H", "H", "H", "H", "H", "H", "H", "H", "H"],
  "positions_angstrom": [[-0.461838, 1.669160, -0.415307], [-1.348795, 5.462515, 0.707844], [-1.046031, 4.310964, 0.661116], [-0.381831, 3.642464, -0.379734], [0.656994, 4.280017, -1.079171], [0.725484, 5.431440, -1.378123], [1.761891, 3.295225, -1.359379], [2.938864, 3.697613, -1.945656], [3.943190, 2.757478, -2.132755], [3.721364, 1.445986, -1.736937], [2.509957, 1.107624, -1.168046], [1.538671, 2.017296, -0.968375], [-1.274498, 3.361068, 1.809893], [-1.788169, 3.805215, 3.006773], [-1.909678, 2.902217, 4.052920], [-1.526614, 1.582549, 3.852101], [-1.043020, 1.200265, 2.617641], [-0.905947, 2.074368, 1.604208], [3.044398, 4.737157, -2.227686], [4.886250, 3.039815, -2.582231], [4.477133, 0.683915, -1.864670], [2.307374, 0.093228, -0.857851], [-2.059861, 4.849170, 3.094735], [-2.292534, 3.219316, 5.014152], [-1.591837, 0.851507, 4.645519], [-0.728679, 0.182954, 2.434171], [-0.946729, 1.704074, -3.243434], [-2.843106, 2.485308, -2.696436], [-3.307370, 1.694791, -0.780240], [-3.588201, 2.150146, -3.407996], [-2.765655, 3.563709, -2.612950], [-3.911349, -3.650763, 1.065611], [-2.807222, -3.516906, 1.959516], [-1.717479, -2.771633, 1.603909], [-1.705678, -2.074051, 0.370154], [-2.836628, -2.218691, -0.515333], [-3.920245, -2.973644, -0.162723], [-0.185581, -0.933477, -0.150645], [0.251554, -2.001751, -1.727192], [-0.568253, -1.927948, -2.866291], [-0.253965, -2.643725, -4.007476], [0.894940, -3.422577, -4.040093], [1.736172, -3.468246, -2.930363], [1.419923, -2.767184, -1.779528], [1.154062, -1.375764, 1.162139], [1.512754, -2.693121, 1.461511], [2.497843, -2.942134, 2.404607], [3.131950, -1.887484, 3.051739], [2.783143, -0.578740, 2.757166], [1.794345, -0.323646, 1.815481], [-4.742982, -4.288120, 1.340541], [-2.846928, -4.011920, 2.921140], [-0.888326, -2.681793, 2.289019], [-2.840798, -1.721174, -1.472251], [-4.764430, -3.075484, -0.830758], [-1.438179, -1.284809, -2.881928], [-0.893991, -2.589189, -4.878117], [1.148886, -3.983076, -4.929862], [2.645901, -4.051884, -2.978737], [2.094226, -2.806552, -0.937075], [1.050582, -3.533903, 0.958628], [2.778636, -3.962591, 2.628850], [3.903676, -2.089604, 3.782450], [3.278142, 0.244084, 3.255278], [1.544136, 0.708965, 1.596558]],
  "forces_ev_per_a": [[-0.145, 0.130, -0.098], [0.011, 0.006, -0.029], [-0.015, 0.133, 0.070], [0.004, -0.241, 0.004], [0.066, 0.124, -0.044], [-0.024, 0.014, 0.023], [-0.048, -0.105, 0.062], [-0.019, 0.056, 0.018], [0.063, -0.030, -0.034], [-0.013, -0.021, 0.012], [-0.054, 0.095, 0.004], [0.006, 0.007, -0.009], [0.029, -0.124, -0.061], [0.020, 0.057, -0.020], [-0.024, -0.032, 0.072], [0.009, -0.010, -0.015], [0.012, 0.087, -0.022], [-0.007, 0.056, 0.025], [0.017, -0.008, -0.015], [-0.006, 0.021, 0.004], [0.004, 0.007, -0.011], [0.020, -0.020, -0.001], [-0.011, -0.006, 0.015], [0.000, 0.021, -0.008], [-0.022, 0.008, 0.008], [-0.018, 0.005, 0.000], [0.151, 0.020, -0.054], [0.004, 0.028, -0.044], [-0.065, -0.027, 0.165], [-0.022, 0.075, -0.022], [-0.041, 0.010, -0.016], [-0.022, -0.007, 0.027], [0.075, -0.020, 0.026], [-0.116, 0.144, -0.016], [-0.091, -0.088, 0.236], [-0.033, -0.005, 0.065], [0.072, 0.027, -0.115], [-0.008, -0.530, -0.228], [0.139, 0.103, -0.460], [0.042, 0.091, 0.362], [0.080, -0.064, -0.070], [0.135, -0.007, 0.178], [-0.094, -0.059, -0.347], [-0.149, 0.124, 0.200], [-0.054, 0.000, 0.019], [0.055, -0.036, 0.044], [-0.005, -0.009, -0.016], [0.022, -0.041, 0.013], [-0.065, 0.043, -0.057], [0.128, 0.009, 0.071], [-0.008, -0.003, 0.008], [0.014, -0.026, -0.005], [0.080, 0.013, 0.009], [0.060, 0.040, -0.016], [-0.007, 0.001, 0.004], [-0.024, -0.057, 0.014], [-0.021, 0.019, 0.017], [-0.021, 0.004, 0.001], [0.003, 0.009, 0.072], [0.034, -0.026, 0.012], [-0.068, 0.026, -0.010], [-0.006, 0.002, 0.004], [-0.005, -0.004, 0.003], [0.006, -0.005, 0.004], [-0.030, -0.006, -0.031]]
}

---

{
  "formula": "C4H10N2O2",
  "method": "ωB97M-V/def2-TZVPD",
  "homo_ev": -9.54,
  "lumo_energy_ha": 0.03182,
  "de_lowest_kj_mol": 285.27,
  "smiles": "[H]/N=C(\\N)OC[C@@H](C)O",
  "orbital_gap_ev": 10.41,
  "symbols": ["H", "N", "C", "N", "O", "C", "C", "C", "O", "H", "H", "H", "H", "H", "H", "H", "H", "H"],
  "positions_angstrom": [[-1.466556, 0.998982, 3.318037], [-1.221051, 0.508728, 2.465760], [-0.702055, 1.251213, 1.595923], [-0.170497, 2.491436, 1.493774], [-0.253452, 0.750617, 0.319171], [0.086061, -0.638086, 0.276694], [0.002324, -1.160624, -1.160432], [0.935251, -0.404899, -2.092727], [0.391625, -2.526219, -1.183298], [0.236070, 2.244767, 0.432180], [-0.582194, 3.219373, 2.055706], [-0.608723, -1.179059, 0.924716], [1.100824, -0.776106, 0.666677], [-1.034122, -1.053231, -1.513064], [1.965325, -0.530152, -1.761245], [0.855632, -0.810077, -3.099227], [0.680266, 0.652572, -2.101025], [-0.214729, -3.039233, -0.637618]],
  "forces_ev_per_a": [[0.150, 0.051, -0.014], [-0.586, -0.047, -0.276], [1.562, -0.681, -0.901], [0.412, -1.114, -1.941], [-0.914, -1.540, 0.826], [-0.148, -0.208, -0.076], [0.013, 0.417, 0.124], [-0.166, -0.292, 0.133], [0.019, -0.049, 0.043], [-0.861, 2.748, 2.929], [0.334, 0.498, -0.677], [0.038, 0.013, -0.046], [-0.022, 0.009, -0.073], [0.102, 0.015, 0.051], [0.064, 0.042, 0.055], [-0.028, 0.052, -0.071], [0.018, 0.034, -0.051], [0.012, 0.053, -0.036]]
}